1.
The following is a quantum chemistry calculation of C25H32N2OSSr as an isolated structure, from the OMol25 dataset.

Molar mass, g mol⁻¹: 496.2
Energy relative to the best compared isomer or geometry (same formula, charge and spin), eV: 0.0000
Electronic energy, eV: -43142.7224

The geometry in ORCA input format:
```
! RIJCOSX wB97M-V def2-TZVPD def2/J DEFGRID3
* xyz 0 1
C -1.542 2.469 0.272
N 0.897 -0.206 -0.706
H -3.318 3.744 -1.643
H 4.857 -4.990 0.597
H -5.067 -0.101 0.715
H -4.454 2.402 -1.626
H -2.160 0.250 3.735
H 5.680 -3.038 1.871
C -1.407 1.872 1.543
C 4.795 -2.949 1.256
H -3.730 -0.186 3.076
C -2.302 -3.309 -1.753
C -4.954 0.987 0.766
H 4.480 -0.881 1.743
H -5.561 -2.801 -1.104
C -2.847 2.203 -0.206
H -2.888 2.216 -2.388
H 2.916 2.517 1.020
C 3.189 -3.938 -0.240
C -3.400 2.660 -1.526
C 5.045 1.402 -2.008
C 4.330 -4.047 0.538
H -5.472 1.323 1.669
N -4.713 -3.280 -1.354
H 0.484 2.770 -0.434
C 2.507 -2.729 -0.314
Sr -1.660 -0.333 -0.184
H 1.255 -0.431 -1.634
H -3.495 1.390 3.814
C 5.201 2.678 -1.476
H 5.919 3.358 -1.916
H 2.814 -4.795 -0.784
C 3.523 2.211 0.176
C -3.584 -2.564 -1.514
H -0.158 1.206 3.179
C -3.518 1.430 0.770
H -0.368 -3.367 -0.796
C 3.375 0.940 -0.358
H 1.590 -2.635 -0.881
H 0.718 2.026 1.891
C 4.123 -1.741 1.188
C 4.446 3.082 -0.388
H -1.691 -3.620 0.296
C -3.017 0.636 3.179
C -2.621 1.209 1.847
H 5.640 1.091 -2.856
H -4.687 -4.283 -1.365
H 4.010 -0.475 -1.845
H -0.257 2.953 3.018
C 2.990 -1.643 0.390
C -0.488 3.274 -0.433
C -1.377 -3.009 -0.565
H 4.568 4.075 0.023
H -1.884 -2.880 -2.670
C -0.221 2.017 2.450
S 2.085 -0.092 0.331
H -5.495 1.393 -0.088
C 4.131 0.526 -1.448
H -0.342 4.256 0.031
O -3.614 -1.329 -1.427
H -2.520 -4.367 -1.976
H -0.757 3.452 -1.476
*
```


2.
The following is a quantum chemistry calculation of one molecule with the formula C6H9ClN2O in a non-equilibrium geometry, from the OMol25 dataset.

Molar mass, g mol⁻¹: 160.6
Energy relative to the best compared isomer or geometry (same formula, charge and spin), eV: 2.9195
Electronic energy, eV: -23914.1312

The geometry in ORCA input format:
```
! RIJCOSX wB97M-V def2-TZVPD def2/J DEFGRID3
* xyz 0 1
H -2.001 2.325 1.259
H -0.286 -0.884 -2.170
H 2.914 -0.615 -0.960
Cl 0.622 1.530 -0.952
N -2.378 1.683 0.582
C -1.770 0.576 0.470
H 3.788 -0.284 0.349
O 1.746 -0.315 0.688
H 0.205 -2.361 -0.823
H -0.428 1.188 1.868
H 2.982 1.069 -0.451
H -3.464 -0.399 -0.455
C -0.315 -1.362 -1.160
H -0.499 -0.616 1.793
C -2.358 -0.534 -0.331
N -1.685 -1.377 -0.987
C -0.478 0.308 1.208
C 0.548 0.102 0.168
C 2.855 -0.036 -0.097
*
```


3.
The following is a quantum chemistry calculation of C26H28F3I2NO5S5Sr as an isolated structure in a non-equilibrium geometry, from the OMol25 dataset.

Molar mass, g mol⁻¹: 993.3
Energy relative to the best compared isomer or geometry (same formula, charge and spin), eV: 2.3031
Electronic energy, eV: -118514.3585

The geometry in ORCA input format:
```
! RIJCOSX wB97M-V def2-TZVPD def2/J DEFGRID3
* xyz -2 1
H -2.482 4.532 0.165
C -1.283 -0.854 4.818
O -0.079 0.636 1.728
I 3.416 -4.226 -5.549
H 1.346 -5.207 0.397
H 0.084 -2.541 0.168
H -3.050 -0.251 -4.628
S 2.267 -2.602 0.972
C 0.417 -4.655 0.323
H 0.092 -3.129 1.843
C 3.133 -3.990 1.719
C -5.362 0.746 -3.544
H 2.510 -4.443 2.496
C -4.154 0.124 -1.450
C 1.364 -5.024 -2.421
F -5.865 1.825 -2.915
C -3.480 -0.895 3.184
C -3.192 -1.995 3.964
H 1.083 4.326 0.494
H 2.348 -6.593 -1.240
S -0.128 -4.757 -1.398
C -2.713 0.289 3.199
C -2.005 4.135 -0.728
C -3.033 -0.414 -0.837
O 2.552 3.058 1.656
C 2.593 -5.716 -1.845
C -0.499 2.866 0.712
H -2.154 1.905 -0.448
H 4.688 -5.358 1.088
C -1.596 0.273 4.050
F -6.361 -0.159 -3.613
C -1.445 2.722 -0.538
C 0.573 -3.225 0.867
C 3.679 -5.097 0.763
H -0.820 5.423 -2.074
C -2.082 -1.979 4.804
S -0.401 1.544 4.369
N -1.961 -0.842 -1.510
Sr 0.414 0.976 -0.584
H -1.093 -1.144 -3.340
C -0.375 1.813 1.811
S -3.222 1.628 2.192
S 3.823 -4.674 -0.995
H -0.338 5.563 -0.387
H 3.976 -3.535 2.240
C -1.987 -0.786 -2.841
H 3.095 -6.013 0.856
H 3.150 -6.063 -2.716
H -0.308 -5.213 0.917
F -5.092 1.118 -4.807
H 1.667 -4.088 -2.889
C 0.844 3.353 0.081
H -2.985 -0.468 0.246
H -4.976 0.496 -0.854
H -2.733 4.124 -1.539
C 0.287 3.667 -1.336
C -3.074 -0.282 -3.548
H 1.038 3.835 -2.106
I 1.593 -1.114 -2.517
H -0.951 3.670 1.279
H -4.340 -0.904 2.525
H -0.383 -0.844 5.425
H 0.984 -5.667 -3.217
C -0.695 4.869 -1.144
O -0.358 2.484 2.979
O 2.607 1.584 -0.063
C 2.182 2.557 0.604
H -3.827 -2.871 3.912
H -1.820 -2.840 5.407
O -0.631 2.643 -1.719
C -4.160 0.191 -2.835
*
```


4.
The following is a quantum chemistry calculation of C28H26Cl2N2O6Re as an isolated structure in a non-equilibrium geometry, from the OMol25 dataset.

Molar mass, g mol⁻¹: 743.6
Energy relative to the best compared isomer or geometry (same formula, charge and spin), eV: 1.6128
Electronic energy, eV: -71884.3605

The geometry in ORCA input format:
```
! RIJCOSX wB97M-V def2-TZVPD def2/J DEFGRID3
* xyz 2 4
C 1.530 1.021 -3.668
H 2.622 -4.450 0.077
H 1.273 3.115 1.971
C -1.765 2.813 0.410
H -3.877 5.461 0.049
H -1.617 -2.783 0.052
O -2.222 0.563 -0.271
C -2.618 1.778 -0.118
H 4.626 -3.232 0.919
C -0.979 -1.437 4.261
C 3.699 -2.712 0.740
C -0.823 0.843 6.089
C 0.355 3.565 1.604
H 0.948 0.824 -5.731
C -0.781 -0.278 -3.038
O -0.970 -1.266 1.888
C -0.424 2.528 0.853
H 1.791 1.074 -1.542
C 1.465 0.087 6.520
H -1.629 4.917 0.820
H 2.256 0.329 0.945
C 2.392 -0.724 0.736
C -3.530 4.440 0.022
H -1.939 -1.221 4.740
H -1.754 0.771 5.550
H -4.579 1.340 -0.851
C 0.182 -3.385 -0.524
H 2.720 -1.551 7.043
C -0.886 -0.578 2.944
Re -0.488 -0.370 -0.064
C 2.587 -3.386 0.258
H 3.536 -0.271 6.178
H -1.469 2.546 7.197
N 0.026 0.111 -2.046
O 0.127 -1.154 5.065
H 2.449 -1.370 5.309
H 0.388 -3.760 -1.537
O 0.181 1.451 0.631
C 3.590 -1.352 0.997
C -3.938 2.132 -0.496
C 1.598 1.110 7.436
H 4.413 -0.787 1.404
H 0.593 4.404 0.955
O -0.958 -2.528 -0.616
O -0.710 0.617 3.053
H -0.044 -4.246 0.112
H 2.530 1.234 7.966
C -4.381 3.428 -0.428
C 0.685 0.621 -4.704
C 1.413 -2.682 0.012
C 1.156 0.752 -2.355
N 1.326 -1.359 0.233
H -0.917 -2.499 4.010
Cl 3.000 1.837 -3.995
C 0.548 1.992 7.694
C 2.606 -0.829 6.236
C -0.662 1.858 6.999
Cl 0.738 3.239 8.840
C -2.262 4.128 0.452
C -0.488 -0.034 -4.370
H -1.691 -0.792 -2.760
H -1.175 -0.352 -5.138
H -0.221 3.927 2.450
H -5.386 3.672 -0.730
C 0.214 -0.078 5.852
*
```


energy relative to the best compared isomer or geometry (same formula, charge and spin) of number 4 (C28H26Cl2N2O6Re)? 1.6128 eV


energy relative to the best compared isomer or geometry (same formula, charge and spin) of number 3 (C26H28F3I2NO5S5Sr)? 2.3031 eV


Which of these has the lowest energy relative to the best compared isomer or geometry (same formula, charge and spin)? C25H32N2OSSr